(1)
Formula: C24H29ClN2OPRhS
Source: the OMol25 dataset
Level of theory: the ωB97M-V functional and the def2-TZVPD basis

Geometry as XYZ:
```
60
Properties=species:S:1:pos:R:3:forces:R:3:nbo_charge:R:1
Rh -0.0791 0.0465 -0.3381 -0.32 -1.78 0.97 0.40
Cl -0.1535 -2.3041 -0.3122 0.06 -0.02 0.23 -0.55
S 0.0108 -0.3384 2.0748 -0.28 -0.40 0.37 0.26
P 0.0665 0.1190 -2.5062 0.28 -1.03 -2.76 1.05
O 0.2204 2.9177 0.3468 -0.15 -2.60 -1.69 -0.43
N 1.2157 -0.0326 4.3682 -0.89 -0.01 -1.20 -0.37
N -1.2062 0.1231 4.3612 0.64 -0.09 -1.43 -0.38
C -0.3418 2.8333 -2.8618 -0.55 1.98 -0.20 -0.16
C 1.1793 4.2545 -4.0836 -0.55 0.48 0.15 0.00
C -1.4800 0.1043 5.7914 -0.14 0.16 0.89 -0.42
C 2.0984 -2.6006 -4.7000 0.36 -0.05 0.35 -0.17
C 1.1082 -1.7518 -4.2231 0.13 0.06 -0.15 -0.20
C 2.4982 -1.2259 -2.2826 -0.37 -0.05 -0.53 -0.13
C 2.0563 3.1780 -4.2819 0.51 -1.89 0.30 -0.14
C 0.5301 1.7590 -3.1011 -0.11 -1.87 -0.04 -0.18
C 0.1064 1.8432 -0.0865 0.35 5.49 3.22 0.48
C 0.0026 0.0200 3.7554 0.26 -0.51 3.05 0.30
C -1.5240 -0.2667 -3.2527 0.19 0.25 0.06 -0.41
C -2.4648 -1.0908 -2.6128 -0.02 0.23 -0.44 -0.13
C 1.7400 1.9224 -3.7758 1.21 1.19 -0.67 -0.17
C 2.3866 -0.1477 3.4850 -0.11 0.13 -0.17 -0.43
C -2.3971 0.1581 3.4800 0.22 0.07 -0.25 -0.42
C 3.4818 -2.0806 -2.7647 0.06 0.00 0.01 -0.22
C -0.0168 4.0821 -3.3739 -0.76 -0.56 0.53 -0.21
C -2.9409 -0.0467 -5.1808 -0.07 -0.09 0.26 -0.20
C -1.7610 0.2685 -4.5203 -0.40 -0.01 -0.20 -0.19
C 1.5769 -0.0955 5.7817 0.23 0.21 0.86 -0.42
C 3.2898 -2.7626 -3.9705 -0.60 0.32 -0.13 -0.16
C 1.3291 -1.0465 -3.0442 -0.11 0.21 -0.08 -0.42
C -3.8829 -0.8848 -4.5626 0.48 0.26 -0.05 -0.15
C -3.6465 -1.4020 -3.2860 0.23 0.09 0.04 -0.19
H 2.9809 3.2992 -4.8313 -0.07 0.15 -0.05 0.26
H -1.2690 2.6838 -2.3037 0.26 0.04 -0.22 0.25
H 2.4565 0.7280 2.8300 0.15 0.00 0.22 0.22
H 3.2603 -0.2085 4.1326 0.04 0.01 -0.32 0.25
H -1.0136 0.9239 -4.9752 -0.28 -0.27 -0.06 0.21
H -2.4642 -0.7247 2.8256 -0.03 0.00 0.42 0.23
H -4.7965 -1.1285 -5.0882 0.00 -0.03 0.04 0.24
H -4.3733 -2.0581 -2.8106 0.12 0.17 -0.15 0.24
H 1.4302 5.2255 -4.4807 0.03 0.14 -0.02 0.25
H 2.1422 -1.0307 5.9998 -0.54 0.52 -0.29 0.23
H -0.6973 4.9145 -3.2158 0.20 -0.08 -0.09 0.26
H 2.2580 0.7530 6.0113 -0.53 -0.45 -0.08 0.23
H 0.1645 -1.6118 -4.7591 0.44 -0.16 0.07 0.23
H 0.6944 -0.0449 6.4246 0.65 -0.02 -0.20 0.23
H -3.1054 0.3640 -6.1697 -0.17 -0.12 0.05 0.24
H 2.3349 -1.0347 2.8385 0.04 -0.05 0.34 0.23
H -1.0074 0.9785 6.2832 -0.44 -0.48 -0.17 0.23
H -2.5847 0.1731 5.9081 1.00 -0.04 0.10 0.24
H -1.1265 -0.8317 6.2742 -0.34 0.54 -0.35 0.23
H 2.4045 1.0670 -3.9119 -0.21 0.32 -0.06 0.26
H 2.6097 -0.7212 -1.3249 0.12 -0.03 -0.16 0.20
H 4.0592 -3.4197 -4.3504 0.03 -0.02 0.03 0.24
H -2.2542 -1.4938 -1.6281 -0.07 -0.07 -0.14 0.23
H 4.4024 -2.2059 -2.1955 -0.23 -0.08 -0.18 0.24
H -2.3620 1.0334 2.8173 -0.07 -0.03 0.32 0.22
H -2.3653 -4.3190 -0.4273 -0.27 0.15 0.01 0.02
H -3.0119 -3.9432 -0.3748 0.20 -0.19 -0.02 -0.02
H -3.2712 0.2114 4.1313 0.09 -0.02 -0.42 0.24
H 1.9378 -3.1203 -5.6371 0.12 -0.07 0.11 0.24
```
Forces are in eV/Å.

Values from the calculation:
2S+1: 5
E_tot (Ha): -2426.22034
Net charge: +2
E_HOMO (alpha / beta) (eV): -11.526 / -14.195
⟨S²⟩: 6.03

=====

(2)
Formula: C24H29F3N4O5S
Source: the OMol25 dataset
Level of theory: the ωB97M-V functional and the def2-TZVPD basis

Geometry as XYZ:
```
66
Properties=species:S:1:pos:R:3:forces:R:3:nbo_charge:R:1
S -2.7749 -6.0461 -1.1843 0.09 1.02 0.51 -0.17
F -2.1016 -0.4129 1.1120 2.23 1.61 -3.64 -0.36
F -2.2322 0.4437 -1.1476 2.66 -0.90 3.87 -0.35
F -0.2900 0.9863 0.2402 -3.64 -2.39 -0.47 -0.38
O -1.4110 -2.1112 -1.5534 1.59 1.65 -0.37 -0.73
O 2.6196 -1.9337 -2.7611 -2.64 -4.50 4.39 -0.90
O 3.9264 -5.0228 -1.2645 -3.65 4.01 4.69 -0.69
O 1.5200 -4.0649 -2.8502 1.81 3.99 4.90 -0.71
O 3.9187 -4.8469 1.1224 -3.86 3.13 -5.48 -0.84
N 1.1208 2.1767 -2.0920 0.14 0.16 -0.11 -0.52
N -4.1579 1.6929 1.7604 -0.14 0.20 0.08 -0.50
N 0.8229 -3.5416 0.1112 -0.39 0.80 1.32 -0.50
N 0.6869 4.9191 0.8082 -0.01 0.21 -0.02 -0.50
C -4.1600 2.7471 0.8845 0.00 -0.08 0.01 -0.08
C 0.1098 6.9471 1.5121 -0.33 -0.20 0.13 -0.31
C 3.1010 -1.6389 3.0954 0.43 -0.44 -9.25 -0.41
C -0.2799 5.6269 1.4735 -0.03 -0.02 0.05 -0.08
C -4.8886 2.0251 2.8714 0.00 -0.03 -0.08 -0.08
C 3.2208 -1.7637 1.6778 -2.36 1.06 9.45 0.04
C 1.9415 1.2728 -2.7148 -0.10 -0.04 0.03 -0.05
C 1.3526 7.0396 0.8412 0.29 -0.16 -0.20 -0.33
C 2.4009 3.3324 -3.4944 -0.18 0.29 0.15 -0.32
C -5.3694 3.3037 2.6979 -0.06 -0.22 0.30 -0.32
C 0.0040 -2.3364 0.5027 -1.19 0.36 0.78 -0.25
C 2.7451 1.9632 -3.5945 -0.05 -0.32 0.11 -0.31
C 2.8756 -1.8410 0.0785 1.75 -0.53 0.50 -0.50
C 2.0619 -3.1359 -2.0562 0.33 0.69 -6.74 0.76
C 0.5605 -4.5793 1.1187 -1.59 -1.31 1.94 -0.21
C -0.7780 -5.5183 0.7512 0.90 -0.54 0.47 -0.43
C -0.9021 -5.8812 -0.8403 -0.54 0.38 0.38 -0.50
C 1.3974 3.4360 -2.5573 -0.10 0.28 0.01 -0.12
C 3.3500 -4.4052 -0.1950 5.49 -5.97 0.91 0.71
C 1.6840 5.7732 0.4143 0.08 -0.03 0.00 -0.07
C -1.3120 -0.0712 -0.0958 0.70 -0.08 -0.88 0.98
C -0.4400 -1.3360 -0.7140 -1.23 -1.42 -0.53 0.00
C 2.1759 -3.2879 -0.3876 1.92 1.37 -1.94 -0.05
C -4.9086 3.7606 1.4400 0.18 -0.01 -0.30 -0.31
H 0.4503 -1.7194 1.4225 -0.54 -1.09 -2.01 0.22
H 2.8385 4.1544 -4.0460 -0.07 -0.08 0.09 0.20
H -5.1009 4.7253 0.9887 0.06 -0.16 0.06 0.21
H -1.2578 -1.8972 -2.5323 0.02 -0.43 2.18 0.50
H 2.2887 -0.9040 -0.2998 1.08 -1.79 1.06 0.24
H -0.6249 -6.5473 1.3359 -0.40 2.19 -1.16 0.20
H -3.2896 -4.8247 -0.6419 1.09 -1.51 -0.70 0.13
H 1.3775 -5.3472 1.4093 -0.71 1.94 -1.12 0.28
H -1.1593 5.1317 1.8629 0.13 0.09 -0.05 0.22
H 3.4987 1.5278 -4.2379 -0.16 -0.01 0.16 0.22
H -3.6898 0.8085 1.6108 -0.05 0.29 0.00 0.43
H -1.0275 -2.7614 0.9331 2.18 0.93 -1.20 0.22
H -0.5317 -5.0513 -1.5768 -0.17 -1.66 1.66 0.30
H 0.4212 1.9502 -1.3971 0.31 0.01 -0.29 0.42
H 1.8826 0.2184 -2.4805 0.31 -0.23 -0.22 0.27
H 0.6674 3.9226 0.6342 0.06 0.30 0.05 0.43
H -5.9850 3.8488 3.4016 0.10 -0.10 -0.09 0.21
H 0.4216 -0.9756 -1.4156 -1.42 -0.38 1.57 0.27
H 1.9422 7.9339 0.6857 -0.07 -0.16 0.01 0.21
H 3.0041 -1.4761 4.2735 0.57 -0.57 -3.52 0.26
H 0.2526 -4.0392 2.1394 0.82 -1.23 -1.79 0.16
H 0.8570 4.2955 -2.1837 0.08 -0.08 -0.09 0.20
H -0.4639 -6.9587 -1.1021 -0.90 2.56 0.57 0.23
H 2.5422 5.4074 -0.1335 -0.16 0.05 0.08 0.22
H -1.7514 -5.0406 1.2256 1.87 -0.87 -1.40 0.19
H 3.9252 -1.8195 -0.4895 -2.49 -0.05 1.22 0.30
H -3.6313 2.6854 -0.0573 -0.10 0.00 0.15 0.22
H -5.0047 1.3247 3.6877 0.01 0.14 -0.13 0.21
H -0.4420 7.7563 1.9725 0.06 -0.15 -0.07 0.21
```
Forces are in eV/Å.

Values from the calculation:
E_tot (Ha): -2224.52129
Net charge: -2
E_HOMO (eV): -1.665

=====

(3)
Formula: C24H29FN6O2SiTi
Source: the OMol25 dataset
Level of theory: the ωB97M-V functional and the def2-TZVPD basis

Geometry as XYZ:
```
64
Properties=species:S:1:pos:R:3:forces:R:3:nbo_charge:R:1
Ti -0.1903 0.0908 0.1010 -0.10 0.14 0.27 1.67
Si 1.7468 -1.2880 -2.0751 -0.09 -0.05 -0.14 1.83
F 2.9556 -0.5956 1.0707 0.02 -0.08 0.04 -0.32
O -1.0463 -0.0100 -1.9840 0.08 -0.13 0.38 -0.70
O -1.9459 1.1231 0.3085 0.26 -0.12 -0.08 -0.80
N 0.9119 -1.5174 -0.5519 0.00 0.45 0.19 -1.28
N -0.3884 2.8426 0.2744 0.01 0.14 -0.10 -0.39
N 0.3643 1.8392 0.9272 -0.22 -0.42 0.03 -0.51
N -2.7531 -0.7103 -3.2687 0.06 0.03 0.02 -0.81
N -2.4046 -1.6674 -1.2035 -0.05 -0.11 0.08 -0.79
N 0.1312 -0.3486 2.2143 0.07 0.05 -0.32 -0.59
C 1.5800 -2.3651 0.3473 -0.02 -0.14 0.07 0.10
C 0.9280 0.5906 4.2968 -0.01 -0.05 0.06 -0.22
C 0.5776 0.7349 2.9383 0.06 -0.05 -0.05 0.11
C 0.5706 1.9664 2.2398 0.05 0.07 -0.02 0.22
C 3.2600 -2.6892 2.0946 0.00 0.06 -0.01 -0.26
C 2.6047 -1.9002 1.1760 -0.03 0.02 -0.08 0.35
C 0.2824 -1.7119 4.1753 -0.04 -0.07 -0.05 -0.30
C -2.3091 3.4338 -2.1091 0.02 0.06 0.01 -0.22
C 0.6505 3.2961 2.9205 0.05 -0.03 -0.04 -0.67
C -3.6442 3.7129 -0.1297 -0.04 -0.05 -0.01 -0.21
C -2.5200 3.1912 -0.7574 0.02 -0.05 0.02 0.00
C 1.2509 -3.7171 0.4838 0.03 0.12 -0.01 -0.21
C -4.5483 4.4798 -0.8490 0.00 0.00 0.00 -0.21
C -1.5562 2.3397 -0.0022 -0.08 0.10 -0.12 0.51
C -0.0111 -1.5240 2.8482 0.00 0.02 0.11 0.08
C 3.4961 -1.9575 -1.9571 -0.03 0.07 -0.01 -1.14
C 0.9118 -2.2291 -3.4775 0.05 0.05 0.05 -1.12
C -3.2179 4.1965 -2.8291 0.00 0.00 0.00 -0.20
C 0.7805 -0.6230 4.9115 0.02 0.09 -0.01 -0.17
C 1.8948 -4.5349 1.4018 0.02 -0.05 0.03 -0.24
C 1.8408 0.5421 -2.5379 0.02 -0.09 -0.06 -1.12
C -2.0246 -0.7605 -2.1320 -0.09 0.03 -0.06 0.82
C 2.8991 -4.0249 2.2118 -0.02 -0.03 -0.01 -0.23
C -4.3381 4.7207 -2.2000 0.00 0.00 0.00 -0.22
H 0.3386 4.0765 2.2312 0.01 0.01 0.00 0.25
H 2.8458 0.7731 -2.9001 0.00 0.00 0.01 0.24
H 4.0975 -1.3894 -1.2449 0.00 -0.01 0.02 0.24
H 0.4659 -4.1072 -0.1541 0.00 -0.01 0.00 0.21
H 1.6755 3.5076 3.2383 0.00 0.00 0.01 0.22
H 1.4037 -2.0070 -4.4286 0.00 -0.01 -0.01 0.23
H 4.0361 -2.2499 2.7074 0.00 0.00 0.00 0.23
H 1.0433 -0.7434 5.9544 0.00 0.00 0.00 0.22
H 0.9740 -3.3079 -3.3170 0.00 -0.01 0.03 0.23
H -1.4246 3.0294 -2.5860 0.00 0.00 0.00 0.22
H 1.6519 1.2161 -1.6964 0.01 0.01 0.00 0.24
H 0.1487 -2.6846 4.6256 -0.01 0.00 -0.01 0.22
H -5.4182 4.8926 -0.3544 0.00 0.00 0.00 0.21
H -3.8072 3.5182 0.9231 0.00 -0.01 0.00 0.22
H -3.0473 4.3901 -3.8807 0.00 0.00 0.00 0.21
H -0.3640 -2.3513 2.2445 0.00 0.00 0.00 0.20
H -3.2800 -2.1570 -1.2534 -0.04 0.10 -0.11 0.40
H 1.3084 1.4463 4.8375 0.00 0.01 0.00 0.22
H 3.4022 -4.6595 2.9289 0.00 0.00 0.00 0.21
H 1.6125 -5.5771 1.4816 0.00 0.00 0.00 0.21
H -5.0441 5.3203 -2.7601 0.00 0.00 0.00 0.21
H -1.9460 -1.6871 -0.3062 0.03 -0.09 -0.15 0.40
H 3.9723 -1.8709 -2.9376 0.00 0.01 -0.01 0.23
H 0.0137 3.3266 3.8057 0.00 0.01 0.00 0.22
H -2.4521 -0.0667 -3.9781 -0.01 0.00 0.00 0.42
H 3.5210 -3.0087 -1.6649 -0.01 -0.01 0.01 0.24
H 1.1361 0.7910 -3.3319 -0.03 0.02 0.03 0.24
H -0.1406 -1.9610 -3.5756 -0.01 0.00 -0.02 0.22
H -3.4625 -1.3844 -3.4858 0.00 0.01 0.00 0.40
```
Forces are in eV/Å.

Values from the calculation:
2S+1: 3
E_tot (Ha): -2649.93687
Net charge: 0
E_HOMO (alpha / beta) (eV): -5.802 / -8.140
⟨S²⟩: 2.01

=====

(4)
Formula: C24H29N3O4
Source: the OMol25 dataset
Level of theory: the ωB97M-V functional and the def2-TZVPD basis

Geometry as XYZ:
```
60
Properties=species:S:1:pos:R:3:forces:R:3:nbo_charge:R:1
O 1.4522 -1.9846 -3.0589 0.21 -0.28 0.16 -0.48
O 0.5685 -0.9988 3.6494 0.08 0.07 -0.19 -0.55
O 1.1156 0.6201 -0.7952 0.01 0.11 -0.07 -0.62
O -1.8072 0.1715 0.2206 -0.16 -0.10 -0.21 -0.67
N 0.3539 4.0698 1.5520 -0.07 -0.03 0.38 -0.45
N -0.4218 1.0379 1.7682 -0.19 0.17 0.28 -0.44
N 0.2763 -1.4631 -0.6199 -0.12 0.12 0.22 -0.44
C 0.9130 0.3738 3.7939 0.21 0.58 -0.16 0.10
C 0.0975 -2.7224 -1.2080 0.18 -0.29 -0.40 0.16
C 0.7177 -4.2333 -2.9954 0.02 0.24 0.07 -0.23
C -1.2178 2.2621 1.7854 -0.25 -0.01 -0.16 -0.26
C -0.8220 3.4234 -0.4190 0.07 0.11 0.01 -0.23
C 0.8253 5.1451 -0.5218 -0.03 -0.05 -0.01 -0.26
C -0.7906 0.0811 0.8917 -0.07 -0.26 0.21 0.72
C 0.7539 -2.9709 -2.4249 -0.24 -0.29 0.10 0.26
C 0.7987 -0.4295 -1.3251 0.43 -0.10 -0.35 0.68
C -0.5474 3.3119 0.9383 -0.24 -0.05 -0.08 0.21
C -0.0453 0.9461 4.8486 0.06 -0.21 -0.08 -0.44
C 0.0021 -5.2505 -2.3891 -0.02 -0.01 -0.01 -0.22
C 0.8582 1.1114 2.4370 0.47 -0.52 0.41 -0.26
C 1.0197 4.9605 0.8370 0.19 0.24 -0.20 0.04
C -1.2672 0.0421 4.7106 0.10 -0.13 -0.06 -0.43
C -0.6073 -1.2949 4.3842 -0.27 -0.14 0.29 -0.06
C -0.4027 -0.4716 -3.5469 0.22 0.06 -0.09 -0.23
C -0.6488 -3.7436 -0.6356 -0.01 0.08 -0.01 -0.24
C 0.9423 -0.6838 -2.8155 -0.43 0.45 -0.16 0.02
C -0.1193 4.3565 -1.1604 0.00 0.00 0.09 -0.16
C -1.0800 0.8153 -3.0893 0.01 -0.24 0.06 -0.63
C 0.0465 -1.1954 0.7901 0.18 0.17 -0.01 -0.30
C -0.1589 -0.4713 -5.0538 -0.02 -0.20 0.27 -0.60
C -0.6982 -4.9961 -1.2243 0.01 -0.06 0.02 -0.22
H -1.8952 0.3645 3.8807 -0.05 0.01 0.01 0.21
H 0.4159 0.4061 -5.3429 0.07 0.13 -0.07 0.20
H 0.3906 0.8301 5.8422 0.00 0.05 0.01 0.21
H -1.4202 0.7225 -2.0606 -0.05 0.09 0.09 0.24
H 0.3948 -1.3605 -5.3464 0.04 -0.06 -0.12 0.22
H -2.2021 2.0178 1.3822 0.12 0.07 0.16 0.25
H -0.3044 4.4680 -2.2191 -0.02 0.00 -0.07 0.22
H -0.0216 -6.2314 -2.8375 0.00 -0.09 -0.05 0.22
H 1.0793 2.1678 2.6106 0.06 -0.17 -0.02 0.24
H -0.3879 1.6524 -3.1533 0.07 0.17 -0.02 0.20
H -1.8677 -0.0056 5.6160 -0.06 0.00 0.02 0.22
H 1.7431 5.5494 1.3865 0.07 0.10 -0.05 0.19
H -1.2054 -3.5731 0.2718 -0.02 0.04 0.07 0.21
H 0.9983 -1.1274 1.3154 -0.18 -0.08 -0.07 0.23
H -0.2579 1.9986 4.6850 0.02 0.09 0.03 0.22
H -0.3289 -1.8277 5.3045 -0.08 0.02 -0.09 0.17
H 1.6379 0.7226 1.7784 -0.03 0.10 0.03 0.22
H -0.5302 -2.0060 1.2293 0.08 0.12 0.01 0.24
H -1.3061 2.6187 2.8128 0.00 0.00 -0.07 0.21
H 1.3967 5.8829 -1.0634 0.05 0.07 -0.02 0.22
H -1.5620 2.7852 -0.8729 -0.08 -0.12 -0.04 0.23
H -1.9428 1.0228 -3.7183 -0.08 0.05 -0.07 0.21
H -1.1049 -0.4587 -5.5897 -0.07 0.02 -0.09 0.21
H -1.0508 -1.3198 -3.2952 0.05 0.06 0.03 0.21
H 1.2567 -4.3946 -3.9153 0.06 0.00 -0.13 0.23
H -1.2379 -1.9502 3.7784 0.01 0.00 0.05 0.18
H 1.9555 0.4263 4.1370 -0.14 0.02 -0.03 0.19
H 1.6926 0.0082 -3.2111 -0.13 -0.06 0.17 0.22
H -1.2831 -5.7754 -0.7606 -0.05 -0.06 0.05 0.22
```
Forces are in eV/Å.

Values from the calculation:
E_tot (Ha): -1397.20765
Net charge: 0
E_HOMO (eV): -8.198